# C94H210N10O16

16 unconnected molecules or ions with the total composition C94H210N10O16 at a distorted geometry (wB97M-V/def2-TZVPD, the Open Molecules 2025 dataset).

Last columns: bonded neighbours and bond lengths (Å).
Atoms and positions in Å:
1 C 0.2174 -0.0177 -1.0307  C2 1.513, H4 1.090, H5 1.090, H6 1.090
2 C 0.6785 0.6922 0.2232  C1 1.513, O3 1.417, H7 1.090, H8 1.090
3 O 0.0740 0.2263 1.4169  C2 1.417, H9 0.960
4 H 0.0888 -1.0903 -0.8852  C1 1.090
5 H 0.8208 0.0735 -1.9339  C1 1.090
6 H -0.7797 0.3571 -1.2618  C1 1.090
7 H 0.5809 1.7757 0.1552  C2 1.090
8 H 1.7145 0.3811 0.3578  C2 1.090
9 H 0.2698 -0.7021 1.5624  O3 0.960
10 C -4.0483 1.0103 4.1517  C11 1.569, H13 1.090, H14 1.090, H15 1.090
11 C -2.6938 0.8841 3.3707  C10 1.569, O12 1.417, H16 1.090, H17 1.090
12 O -2.8540 0.9563 1.9642  C11 1.417, H18 0.960
13 H -4.4331 1.9338 3.7190  C10 1.090
14 H -3.9452 1.1095 5.2322  C10 1.090
15 H -4.8151 0.3110 3.8184  C10 1.090
16 H -2.2120 -0.0221 3.7377  C11 1.090
17 H -2.1428 1.7918 3.6171  C11 1.090
18 H -1.9313 1.1005 1.7420  O12 0.960
19 C -3.1681 5.0125 5.6154  C20 1.546, H30 1.090, H31 1.090, H32 1.090
20 C -3.9707 6.1385 4.9232  C19 1.546, C21 1.549, N25 1.510, C29 1.532
21 C -3.0002 7.3325 4.7471  C20 1.549, C22 1.491, H33 1.090, H34 1.090
22 C -2.0726 7.2619 3.5814  C21 1.491, C23 1.556, H35 1.090, H36 1.090
23 C -2.9023 7.1214 2.2721  C22 1.556, C24 1.518, H37 1.090, H38 1.090
24 C -3.7745 5.8833 2.3690  C23 1.518, N25 1.477, C27 1.550, C28 1.545
25 N -4.5951 5.7866 3.5936  C20 1.510, C24 1.477, O26 1.396
26 O -5.4908 4.7183 3.6743  N25 1.396, H48 0.960
27 C -4.7523 5.9317 1.1673  C24 1.550, H39 1.090, H40 1.090, H41 1.090
28 C -2.8417 4.6674 2.1717  C24 1.545, H42 1.090, H43 1.090, H44 1.090
29 C -5.0314 6.6548 5.9009  C20 1.532, H45 1.090, H46 1.090, H47 1.090
30 H -3.6824 4.0516 5.6041  C19 1.090
31 H -2.7406 5.3661 6.5537  C19 1.090
32 H -2.3266 4.8014 4.9554  C19 1.090
33 H -3.3726 8.3486 4.8774  C21 1.090
34 H -2.2673 7.3289 5.5539  C21 1.090
35 H -1.2358 6.5640 3.5527  C22 1.090
36 H -1.5033 8.1900 3.5293  C22 1.090
37 H -2.1467 7.0108 1.4943  C23 1.090
38 H -3.5182 8.0142 2.1637  C23 1.090
39 H -5.4771 6.7223 1.3614  C27 1.090
40 H -4.3520 6.0581 0.1613  C27 1.090
41 H -5.3299 5.0169 1.0338  C27 1.090
42 H -3.0266 4.3049 1.1605  C28 1.090
43 H -1.7822 4.9079 2.0843  C28 1.090
44 H -3.2315 3.8186 2.7336  C28 1.090
45 H -4.5602 6.9650 6.8336  C29 1.090
46 H -5.6751 5.8375 6.2260  C29 1.090
47 H -5.6319 7.4465 5.4529  C29 1.090
48 H -6.3707 5.0729 3.5273  O26 0.960
49 C 0.6772 4.1216 5.7552  C50 1.519, H60 1.090, H61 1.090, H62 1.090
50 C 1.5090 3.5784 4.6063  C49 1.519, C51 1.589, N55 1.430, C59 1.552
51 C 2.7388 4.5824 4.5349  C50 1.589, C52 1.504, H63 1.090, H64 1.090
52 C 3.9481 4.1357 3.7607  C51 1.504, C53 1.540, H65 1.090, H66 1.090
53 C 4.4545 2.8225 4.3860  C52 1.540, C54 1.574, H67 1.090, H68 1.090
54 C 3.3770 1.7027 4.6334  C53 1.574, N55 1.495, C57 1.599, C58 1.504
55 N 2.0460 2.3001 4.9578  C50 1.430, C54 1.495, O56 1.400
56 O 1.0300 1.3386 5.0130  N55 1.400, H78 0.960
57 C 3.2417 0.9398 3.2344  C54 1.599, H69 1.090, H70 1.090, H71 1.090
58 C 3.8530 0.8854 5.8030  C54 1.504, H72 1.090, H73 1.090, H74 1.090
59 C 0.7497 3.6124 3.2536  C50 1.552, H75 1.090, H76 1.090, H77 1.090
60 H 0.2916 5.1407 5.7249  C49 1.090
61 H 1.1236 3.8517 6.7123  C49 1.090
62 H -0.2365 3.5275 5.7424  C49 1.090
63 H 2.3438 5.3855 3.9128  C51 1.090
64 H 2.9630 5.2260 5.3856  C51 1.090
65 H 4.7451 4.8597 3.5913  C52 1.090
66 H 3.5255 4.0133 2.7634  C52 1.090
67 H 5.0275 2.9566 5.3034  C53 1.090
68 H 5.1173 2.4962 3.5846  C53 1.090
69 H 2.5941 1.5363 2.5920  C57 1.090
70 H 4.2037 0.7226 2.7703  C57 1.090
71 H 2.7827 -0.0285 3.4341  C57 1.090
72 H 3.0447 0.2294 6.1260  C58 1.090
73 H 4.5538 0.0877 5.5568  C58 1.090
74 H 4.0171 1.4950 6.6916  C58 1.090
75 H -0.1760 3.0401 3.3132  C59 1.090
76 H 1.3505 3.4367 2.3613  C59 1.090
77 H 0.3723 4.6103 3.0303  C59 1.090
78 H 0.7597 1.2359 4.0976  O56 0.960
79 C -5.1212 4.4022 -2.7947  C80 1.511, H90 1.090, H91 1.090, H92 1.090
80 C -5.0530 3.3037 -3.8305  C79 1.511, C81 1.540, N85 1.521, C89 1.575
81 C -6.4714 2.8571 -4.2328  C80 1.540, C82 1.550, H93 1.090, H94 1.090
82 C -7.1734 3.7225 -5.3100  C81 1.550, C83 1.554, H95 1.090, H96 1.090
83 C -6.3097 3.9274 -6.5855  C82 1.554, C84 1.535, H97 1.090, H98 1.090
84 C -4.9936 4.5879 -6.1508  C83 1.535, N85 1.487, C87 1.540, C88 1.527
85 N -4.3266 3.8315 -5.0579  C80 1.521, C84 1.487, O86 1.408
86 O -3.0126 4.2515 -4.7765  N85 1.408, H108 0.960
87 C -4.1285 4.5152 -7.4225  C84 1.540, H99 1.090, H100 1.090, H101 1.090
88 C -5.2477 6.0838 -5.9783  C84 1.527, H102 1.090, H103 1.090, H104 1.090
89 C -4.2441 2.0870 -3.2430  C80 1.575, H105 1.090, H106 1.090, H107 1.090
90 H -5.7094 4.0536 -1.9458  C79 1.090
91 H -5.4893 5.3590 -3.1649  C79 1.090
92 H -4.1005 4.6412 -2.4961  C79 1.090
93 H -6.5916 1.7825 -4.3699  C81 1.090
94 H -7.1547 2.9140 -3.3856  C81 1.090
95 H -7.3686 4.6372 -4.7503  C82 1.090
96 H -8.1115 3.2026 -5.5044  C82 1.090
97 H -6.7446 4.3975 -7.4675  C83 1.090
98 H -6.1281 2.8871 -6.8553  C83 1.090
99 H -3.7610 3.5169 -7.6603  C87 1.090
100 H -4.6071 4.9446 -8.3026  C87 1.090
101 H -3.2317 5.1312 -7.3572  C87 1.090
102 H -5.6446 6.6093 -6.8468  C88 1.090
103 H -6.0032 6.2966 -5.2219  C88 1.090
104 H -4.3861 6.6741 -5.6662  C88 1.090
105 H -3.1762 2.2632 -3.1137  C89 1.090
106 H -4.2424 1.1816 -3.8500  C89 1.090
107 H -4.5389 1.8335 -2.2247  C89 1.090
108 H -2.6134 3.8285 -5.5403  O86 0.960
109 C 2.3016 -5.0900 -4.2497  C110 1.521, H120 1.090, H121 1.090, H122 1.090
110 C 3.2642 -6.2294 -3.9540  C109 1.521, C111 1.602, N115 1.453, C119 1.547
111 C 3.6185 -6.8007 -5.4081  C110 1.602, C112 1.604, H123 1.090, H124 1.090
112 C 4.9079 -7.7531 -5.3544  C111 1.604, C113 1.501, H125 1.090, H126 1.090
113 C 6.0867 -7.0760 -4.7191  C112 1.501, C114 1.526, H127 1.090, H128 1.090
114 C 5.7083 -6.5586 -3.3347  C113 1.526, N115 1.500, C117 1.586, C118 1.555
115 N 4.4607 -5.7263 -3.3020  C110 1.453, C114 1.500, O116 1.370
116 O 4.1465 -5.1452 -2.1016  N115 1.370, H138 0.960
117 C 5.7867 -7.8252 -2.3835  C114 1.586, H129 1.090, H130 1.090, H131 1.090
118 C 6.8336 -5.5955 -2.8597  C114 1.555, H132 1.090, H133 1.090, H134 1.090
119 C 2.5518 -7.3456 -3.1541  C110 1.547, H135 1.090, H136 1.090, H137 1.090
120 H 1.9873 -4.8700 -3.2295  C109 1.090
121 H 1.4225 -5.3089 -4.8558  C109 1.090
122 H 2.7930 -4.1811 -4.5968  C109 1.090
123 H 2.7260 -7.2873 -5.8016  C111 1.090
124 H 3.9018 -5.9803 -6.0674  C111 1.090
125 H 5.1171 -8.1019 -6.3657  C112 1.090
126 H 4.7818 -8.6154 -4.6997  C112 1.090
127 H 6.3887 -6.2454 -5.3570  C113 1.090
128 H 6.8930 -7.8067 -4.6557  C113 1.090
129 H 5.2229 -8.6872 -2.7403  C117 1.090
130 H 6.8512 -8.0594 -2.3919  C117 1.090
131 H 5.7758 -7.5125 -1.3394  C117 1.090
132 H 6.8708 -4.7256 -3.5154  C118 1.090
133 H 6.7489 -5.3492 -1.8013  C118 1.090
134 H 7.8054 -6.0775 -2.9664  C118 1.090
135 H 1.6211 -7.6855 -3.6083  C119 1.090
136 H 2.1348 -6.8966 -2.2527  C119 1.090
137 H 3.2284 -8.1421 -2.8445  C119 1.090
138 H 4.2404 -4.1995 -2.2379  O116 0.960
139 C -1.2539 -2.5836 6.0190  C140 1.560, H150 1.090, H151 1.090, H152 1.090
140 C -1.5268 -2.4747 7.5509  C139 1.560, C141 1.562, N145 1.490, C149 1.614
141 C -1.6111 -0.9451 7.8583  C140 1.562, C142 1.540, H153 1.090, H154 1.090
142 C -2.4608 -0.6256 9.1020  C141 1.540, C143 1.470, H155 1.090, H156 1.090
143 C -3.7694 -1.2836 8.9826  C142 1.470, C144 1.531, H157 1.090, H158 1.090
144 C -3.7249 -2.8090 8.8587  C143 1.531, N145 1.469, C147 1.558, C148 1.524
145 N -2.8174 -3.1878 7.7675  C140 1.490, C144 1.469, O146 1.454
146 O -2.5776 -4.5943 7.4874  N145 1.454, H168 0.960
147 C -3.3270 -3.4975 10.1983  C144 1.558, H159 1.090, H160 1.090, H161 1.090
148 C -5.1477 -3.2387 8.5227  C144 1.524, H162 1.090, H163 1.090, H164 1.090
149 C -0.3758 -3.0687 8.5138  C140 1.614, H165 1.090, H166 1.090, H167 1.090
150 H -1.9768 -2.0442 5.4070  C139 1.090
151 H -1.2958 -3.6248 5.6992  C139 1.090
152 H -0.2998 -2.1406 5.7336  C139 1.090
153 H -0.5842 -0.6605 8.0877  C141 1.090
154 H -2.0662 -0.3506 7.0660  C141 1.090
155 H -2.4834 0.4512 9.2696  C142 1.090
156 H -1.8447 -1.0768 9.8798  C142 1.090
157 H -4.3183 -0.8339 8.1551  C143 1.090
158 H -4.3081 -0.9484 9.8688  C143 1.090
159 H -3.4346 -4.5809 10.1448  C147 1.090
160 H -2.3077 -3.2639 10.5058  C147 1.090
161 H -3.9502 -3.1772 11.0332  C147 1.090
162 H -5.3387 -4.2953 8.3352  C148 1.090
163 H -5.8791 -2.9886 9.2912  C148 1.090
164 H -5.4431 -2.7732 7.5824  C148 1.090
165 H -0.6456 -4.0377 8.9337  C149 1.090
166 H 0.0058 -2.4151 9.2982  C149 1.090
167 H 0.4988 -3.2189 7.8809  C149 1.090
168 H -2.1459 -4.8499 8.3059  O146 0.960
169 C -0.9845 0.8564 -6.0334  C170 1.553, H180 1.090, H181 1.090, H182 1.090
170 C -0.3408 -0.4375 -6.6010  C169 1.553, C171 1.546, N175 1.487, C179 1.560
171 C -0.8352 -1.6508 -5.7809  C170 1.546, C172 1.572, H183 1.090, H184 1.090
172 C -2.2249 -2.1861 -6.2852  C171 1.572, C173 1.467, H185 1.090, H186 1.090
173 C -2.1613 -2.5319 -7.7097  C172 1.467, C174 1.583, H187 1.090, H188 1.090
174 C -1.7393 -1.3203 -8.6376  C173 1.583, N175 1.502, C177 1.560, C178 1.540
175 N -0.5130 -0.6734 -8.0590  C170 1.487, C174 1.502, O176 1.431
176 O 0.0754 0.4242 -8.7638  N175 1.431, H198 0.960
177 C -1.3057 -1.8992 -10.0195  C174 1.560, H189 1.090, H190 1.090, H191 1.090
178 C -2.9227 -0.3363 -8.7028  C174 1.540, H192 1.090, H193 1.090, H194 1.090
179 C 1.1623 -0.5168 -6.1921  C170 1.560, H195 1.090, H196 1.090, H197 1.090
180 H -0.5996 0.9906 -5.0225  C169 1.090
181 H -2.0665 0.7489 -5.9571  C169 1.090
182 H -0.7938 1.7972 -6.5497  C169 1.090
183 H -0.1366 -2.4710 -5.9464  C171 1.090
184 H -0.9870 -1.4089 -4.7290  C171 1.090
185 H -3.0965 -1.5357 -6.2116  C172 1.090
186 H -2.3949 -3.1311 -5.7693  C172 1.090
187 H -3.1464 -2.8385 -8.0614  C173 1.090
188 H -1.4507 -3.3446 -7.8597  C173 1.090
189 H -1.9987 -1.5144 -10.7677  C177 1.090
190 H -0.3879 -1.4598 -10.4103  C177 1.090
191 H -1.2597 -2.9875 -10.0574  C177 1.090
192 H -3.1304 0.2524 -7.8093  C178 1.090
193 H -2.8075 0.5477 -9.3300  C178 1.090
194 H -3.7725 -0.8145 -9.1897  C178 1.090
195 H 1.6469 0.3972 -6.5356  C179 1.090
196 H 1.6618 -1.3699 -6.6514  C179 1.090
197 H 1.3445 -0.4886 -5.1178  C179 1.090
198 H 0.9042 0.0318 -9.0481  O176 0.960
199 C 4.0960 0.3740 -3.9167  C200 1.508, H210 1.090, H211 1.090, H212 1.090
200 C 4.3954 -0.9722 -3.3074  C199 1.508, C201 1.605, N205 1.484, C209 1.615
201 C 5.5062 -1.6768 -4.2273  C200 1.605, C202 1.623, H213 1.090, H214 1.090
202 C 7.0385 -1.2046 -3.9750  C201 1.623, C203 1.538, H215 1.090, H216 1.090
203 C 7.3873 -1.3058 -2.4806  C202 1.538, C204 1.547, H217 1.090, H218 1.090
204 C 6.3362 -0.5573 -1.6269  C203 1.547, N205 1.487, C207 1.562, C208 1.594
205 N 4.9298 -0.9379 -1.9239  C200 1.484, C204 1.487, O206 1.420
206 O 3.9803 -0.4606 -0.9814  N205 1.420, H228 0.960
207 C 6.5778 -1.2054 -0.2262  C204 1.562, H219 1.090, H220 1.090, H221 1.090
208 C 6.5922 1.0080 -1.4705  C204 1.594, H222 1.090, H223 1.090, H224 1.090
209 C 3.0614 -1.8797 -3.2477  C200 1.615, H225 1.090, H226 1.090, H227 1.090
210 H 3.6769 0.2544 -4.9158  C199 1.090
211 H 4.9529 1.0220 -4.1008  C199 1.090
212 H 3.4270 0.8737 -3.2161  C199 1.090
213 H 5.4325 -2.7339 -3.9723  C201 1.090
214 H 5.2540 -1.6093 -5.2856  C201 1.090
215 H 7.4350 -0.2619 -4.3522  C202 1.090
216 H 7.7845 -1.8051 -4.4955  C202 1.090
217 H 8.4260 -0.9760 -2.4609  C203 1.090
218 H 7.5761 -2.3537 -2.2473  C203 1.090
219 H 7.5859 -1.0095 0.1392  C207 1.090
220 H 6.0474 -0.7225 0.5945  C207 1.090
221 H 6.3421 -2.2690 -0.1919  C207 1.090
222 H 7.6705 1.1666 -1.4580  C208 1.090
223 H 6.2955 1.6411 -2.3067  C208 1.090
224 H 6.1511 1.4108 -0.5588  C208 1.090
225 H 2.7222 -2.1521 -4.2471  C209 1.090
226 H 2.3287 -1.2275 -2.7724  C209 1.090
227 H 3.1545 -2.8182 -2.7013  C209 1.090
228 H 3.5737 -1.3040 -0.7694  O206 0.960
229 C -4.6689 -3.5358 -2.6888  C230 1.543, H240 1.090, H241 1.090, H242 1.090
230 C -3.9704 -2.6233 -1.6589  C229 1.543, C231 1.567, N235 1.482, C239 1.494
231 C -4.3232 -1.1355 -2.0022  C230 1.567, C232 1.499, H243 1.090, H244 1.090
232 C -5.7438 -0.7940 -1.6678  C231 1.499, C233 1.550, H245 1.090, H246 1.090
233 C -5.9511 -1.0890 -0.1604  C232 1.550, C234 1.574, H247 1.090, H248 1.090
234 C -5.7306 -2.5998 0.2214  C233 1.574, N235 1.495, C237 1.577, C238 1.528
235 N -4.3915 -3.0178 -0.2941  C230 1.482, C234 1.495, O236 1.367
236 O -4.1178 -4.3235 0.0044  N235 1.367, H258 0.960
237 C -5.5317 -2.6226 1.7853  C234 1.577, H249 1.090, H250 1.090, H251 1.090
238 C -6.9348 -3.4616 -0.1567  C234 1.528, H252 1.090, H253 1.090, H254 1.090
239 C -2.4924 -2.6885 -1.8651  C230 1.494, H255 1.090, H256 1.090, H257 1.090
240 H -4.1428 -4.4750 -2.8599  C229 1.090
241 H -5.6469 -3.8829 -2.3556  C229 1.090
242 H -4.9827 -3.0217 -3.5972  C229 1.090
243 H -3.7156 -0.4996 -1.3584  C231 1.090
244 H -4.1301 -1.0695 -3.0729  C231 1.090
245 H -5.9276 0.2565 -1.8930  C232 1.090
246 H -6.4594 -1.3192 -2.3004  C232 1.090
247 H -6.9386 -0.7247 0.1228  C233 1.090
248 H -5.3209 -0.3997 0.4016  C233 1.090
249 H -4.6417 -2.1194 2.1632  C237 1.090
250 H -5.4689 -3.6240 2.2111  C237 1.090
251 H -6.3660 -2.0701 2.2176  C237 1.090
252 H -6.5681 -4.4878 -0.1814  C238 1.090
253 H -7.2529 -3.0957 -1.1329  C238 1.090
254 H -7.8186 -3.2187 0.4333  C238 1.090
255 H -2.0236 -2.0430 -1.1224  C239 1.090
256 H -2.0768 -3.6919 -1.7738  C239 1.090
257 H -2.2291 -2.3135 -2.8542  C239 1.090
258 H -4.7635 -4.7582 -0.5574  O236 0.960
259 C 1.0371 8.5520 -3.6884  C260 1.533, H270 1.090, H271 1.090, H272 1.090
260 C 0.6086 7.1110 -3.3902  C259 1.533, C261 1.544, N265 1.501, C269 1.540
261 C 1.7767 6.2987 -3.9910  C260 1.544, C262 1.565, H273 1.090, H274 1.090
262 C 1.8562 4.7851 -3.6020  C261 1.565, C263 1.547, H275 1.090, H276 1.090
263 C 1.9270 4.7108 -2.0582  C262 1.547, C264 1.587, H277 1.090, H278 1.090
264 C 0.8201 5.5740 -1.3182  C263 1.587, N265 1.455, C267 1.609, C268 1.529
265 N 0.5735 6.8811 -1.9076  C260 1.501, C264 1.455, O266 1.401
266 O -0.3112 7.7446 -1.2487  N265 1.401, H288 0.960
267 C -0.5512 4.7423 -1.4496  C264 1.609, H279 1.090, H280 1.090, H281 1.090
268 C 1.3179 5.7841 0.1123  C264 1.529, H282 1.090, H283 1.090, H284 1.090
269 C -0.7533 6.8660 -4.0666  C260 1.540, H285 1.090, H286 1.090, H287 1.090
270 H 1.9246 8.8867 -3.1513  C259 1.090
271 H 0.2871 9.1720 -3.1973  C259 1.090
272 H 1.0429 8.9038 -4.7201  C259 1.090
273 H 1.7515 6.4171 -5.0743  C261 1.090
274 H 2.7210 6.6877 -3.6103  C261 1.090
275 H 2.8433 4.4176 -3.8827  C262 1.090
276 H 1.0610 4.2160 -4.0835  C262 1.090
277 H 2.9245 5.0160 -1.7418  C263 1.090
278 H 1.8189 3.6760 -1.7334  C263 1.090
279 H -1.3848 5.3619 -1.1189  C267 1.090
280 H -0.8055 4.4488 -2.4681  C267 1.090
281 H -0.5508 3.9128 -0.7424  C267 1.090
282 H 0.5442 6.1634 0.7798  C268 1.090
283 H 1.5648 4.7502 0.3539  C268 1.090
284 H 2.1715 6.4618 0.0963  C268 1.090
285 H -1.5852 7.2011 -3.4470  C269 1.090
286 H -0.9387 5.7964 -4.1646  C269 1.090
287 H -0.8347 7.3941 -5.0167  C269 1.090
288 H 0.3112 8.4193 -0.9675  O266 0.960
289 C 5.0540 -6.7885 3.7838  C290 1.570, H300 1.090, H301 1.090, H302 1.090
290 C 5.5882 -5.3514 4.1243  C289 1.570, C291 1.502, N295 1.512, C299 1.560
291 C 5.9388 -4.5244 2.9203  C290 1.502, C292 1.514, H303 1.090, H304 1.090
292 C 4.8428 -3.7188 2.2556  C291 1.514, C293 1.555, H305 1.090, H306 1.090
293 C 4.0454 -2.8712 3.2863  C292 1.555, C294 1.599, H307 1.090, H308 1.090
294 C 3.5786 -3.7417 4.5433  C293 1.599, N295 1.517, C297 1.512, C298 1.577
295 N 4.7247 -4.5719 5.0899  C290 1.512, C294 1.517, O296 1.445
296 O 4.3774 -5.3752 6.2401  N295 1.445, H318 0.960
297 C 3.2712 -2.6989 5.5943  C294 1.512, H309 1.090, H310 1.090, H311 1.090
298 C 2.2333 -4.5107 4.2480  C294 1.577, H312 1.090, H313 1.090, H314 1.090
299 C 6.9408 -5.5103 4.8851  C290 1.560, H315 1.090, H316 1.090, H317 1.090
300 H 3.9781 -6.7806 3.6091  C289 1.090
301 H 5.3492 -7.3378 4.6778  C289 1.090
302 H 5.7040 -7.2252 3.0255  C289 1.090
303 H 6.7463 -3.8086 3.0739  C291 1.090
304 H 6.4210 -5.2203 2.2338  C291 1.090
305 H 4.2117 -4.4726 1.7850  C292 1.090
306 H 5.2219 -3.0061 1.5232  C292 1.090
307 H 3.1931 -2.4737 2.7352  C293 1.090
308 H 4.5578 -1.9743 3.6345  C293 1.090
309 H 2.4332 -2.1344 5.1855  C297 1.090
310 H 2.9868 -3.2426 6.4952  C297 1.090
311 H 4.1293 -2.0391 5.7226  C297 1.090
312 H 1.3288 -3.9095 4.1550  C298 1.090
313 H 2.3946 -5.1865 3.4082  C298 1.090
314 H 1.8920 -4.9592 5.1810  C298 1.090
315 H 7.2957 -4.5237 5.1830  C299 1.090
316 H 7.6657 -6.0795 4.3031  C299 1.090
317 H 6.8043 -6.0924 5.7965  C299 1.090
318 H 5.1368 -5.2112 6.8041  O296 0.960
319 O 2.2569 -5.1550 0.1551  H320 0.957, H321 0.957
320 H 2.9670 -5.5634 0.6504  O319 0.957
321 H 2.3438 -5.5128 -0.7284  O319 0.957
322 O -0.5788 -5.1062 2.4273  H323 0.957, H324 0.957
323 H 0.0526 -5.6874 2.8513  O322 0.957
324 H -1.4274 -5.3776 2.7771  O322 0.957
325 O 2.3352 -2.6353 -0.0965  H326 0.957, H327 0.957
326 H 1.6058 -2.2887 0.4175  O325 0.957
327 H 2.2682 -3.5851 0.0020  O325 0.957
328 O 0.4363 -2.2553 2.3202  H329 0.957, H330 0.957
329 H 0.6205 -2.5382 3.2159  O328 0.957
330 H -0.1091 -2.9524 1.9557  O328 0.957

Computed properties:
Strongest force on any atom (eV Å⁻¹): 3.570
Total energy (a.u.): -5458.2203